Entry 1:
93
Properties=species:S:1:pos:R:3:forces:R:3:mulliken_charge:R:1 method="wB97M-V/def2-TZVPD" e_tot_ev=-192950.9018 spin_multiplicity=3 charge=+2 lumo_energy_ev="-6.40 / -7.06" homo_ev="-11.8184 / -12.3192" s2=2.037 orbital_gap_ev="5.4162 / 5.2585" relative_energy_kcal_mol=0.0
W -0.9839 0.8309 -1.2565 0.8 -0.2 -0.2 0.552
C -0.5899 -3.5377 -2.1433 -1.0 0.1 0.7 -1.806
C -1.0698 -2.1808 -1.6837 0.4 1.2 -1.5 0.563
N -0.7237 -1.0197 -2.2522 1.0 -2.2 -0.1 0.992
C -0.0322 -1.0182 -3.5886 0.6 -0.9 0.3 -0.975
C 0.6921 0.3193 -3.8342 0.3 0.1 0.8 -0.575
N 0.9984 0.9668 -2.4742 -1.0 -1.9 -0.4 -0.727
C 2.1295 0.2559 -1.7428 -0.4 1.1 0.3 -0.859
C 2.1858 0.7245 -0.2646 0.4 -1.0 -0.6 -0.232
N 0.8473 0.9841 0.2841 -0.5 0.1 -0.5 -0.049
C 0.7760 2.3518 0.8921 -0.9 -0.5 -0.8 -0.722
C -0.7309 2.6669 1.1980 0.1 -0.1 0.8 -1.023
N -1.5768 1.6594 0.5638 -1.0 -0.1 -0.1 0.215
C -2.7050 1.1862 1.1303 2.2 -0.5 -0.5 0.235
C -3.6341 1.8931 2.0220 0.1 0.3 0.9 -1.966
C -2.7713 -0.2192 0.8700 -1.3 -0.9 -1.3 0.815
C -3.6980 -1.0883 1.4583 0.1 -1.5 -1.1 -0.646
C -3.6849 -2.4740 1.0899 0.2 2.3 0.4 -1.064
C -2.7745 -2.8965 0.1382 1.0 -0.6 -1.2 -0.525
C -1.9626 -1.9804 -0.5683 -0.4 1.1 1.9 0.267
N -1.9491 -0.6382 -0.1794 -1.4 -0.7 1.0 0.604
H 0.2797 -3.4596 -2.7859 0.0 -0.2 0.1 0.420
H -1.3916 -4.0706 -2.6608 0.0 0.1 -0.3 0.368
H -0.4077 -4.1616 -1.2494 0.3 0.4 -0.4 0.482
H -0.7591 -1.2319 -4.4041 0.3 0.3 0.7 0.366
H 0.7249 -1.8477 -3.6167 -0.7 0.8 0.1 0.554
H 0.0838 1.0004 -4.4593 0.3 -0.2 0.6 0.107
H 1.6651 0.1052 -4.3026 -0.4 0.2 -0.2 0.450
H 1.1760 1.9320 -2.6527 0.6 0.8 0.0 0.400
H 3.0673 0.5362 -2.2143 0.1 -0.1 -0.2 0.561
H 2.0400 -0.8414 -1.7934 -0.4 0.5 -0.2 0.383
H 2.8592 1.5675 -0.1335 -0.2 0.3 -0.1 0.510
H 2.6336 -0.0757 0.3182 0.1 -0.1 0.1 -0.335
H 0.6694 0.2962 1.0209 0.1 0.2 -0.1 0.159
H 1.1971 3.0500 0.1374 -0.4 -0.3 0.6 0.506
H 1.4052 2.3183 1.7698 0.0 0.5 0.4 0.506
H -0.9729 3.6529 0.8552 -0.1 0.6 -0.3 0.338
H -0.9590 2.6302 2.2785 0.4 0.1 -0.4 0.535
H -3.5593 2.9714 1.8903 0.1 0.0 0.1 0.406
H -3.4125 1.6359 3.0797 -0.3 0.2 -0.4 0.381
H -4.6695 1.6190 1.7899 0.2 -0.1 0.1 0.567
H -4.4875 -0.7083 2.0987 0.3 0.0 0.1 0.463
H -4.4039 -3.1487 1.5162 0.0 -0.2 0.2 0.535
H -2.7162 -3.9729 -0.1193 -0.1 0.8 0.1 0.491
O -5.3618 4.5692 -3.7408 -0.2 0.7 -0.6 -0.523
C -4.6657 4.1413 -4.9185 -0.7 -0.2 0.3 -1.209
C -3.4991 3.1859 -4.5071 -0.6 -0.6 -0.4 1.667
C -3.0402 2.5909 -5.8356 -0.9 -1.0 -1.6 -1.333
O -1.8272 1.8480 -5.7737 1.1 -0.4 -2.0 -0.383
C -4.0897 2.1075 -3.5727 0.1 0.3 0.4 -1.417
Se -2.7089 0.7137 -3.1115 -1.7 -1.4 -0.4 -0.274
C -2.4067 3.9547 -3.8394 0.2 0.4 1.0 -0.924
Se -1.5130 3.0333 -2.1663 0.3 2.7 0.0 -0.216
H -6.0284 5.2466 -4.0086 0.8 -0.8 0.4 0.357
H -4.3064 5.0091 -5.4972 0.1 -0.3 0.2 0.472
H -5.3826 3.5752 -5.5545 0.5 0.2 0.2 0.443
H -2.9649 3.3948 -6.5940 0.1 -0.2 0.4 0.516
H -3.8229 1.8782 -6.2325 0.4 0.8 0.5 0.402
H -1.5625 1.5665 -6.7247 -0.8 0.9 2.4 0.308
H -4.9271 1.6002 -4.0951 0.7 -0.1 0.3 0.625
H -4.5051 2.5423 -2.6399 0.4 -0.2 -0.6 0.411
H -2.8652 4.8453 -3.3512 0.7 -0.6 -0.1 0.496
H -1.5775 4.2213 -4.5035 -0.2 -0.1 0.3 0.336
O 2.6599 -1.3184 2.3949 -0.2 -0.1 -0.3 -0.518
S 3.6884 -2.4120 2.2567 -0.2 0.6 0.8 0.390
C 5.2590 -1.6732 3.0517 0.6 -0.9 -0.8 -1.036
C 5.2383 -0.1928 3.1848 0.2 1.1 -1.1 0.470
C 6.0928 0.5492 2.3094 -1.0 -1.7 1.7 -0.635
C 6.3144 1.8670 2.5283 0.3 1.5 -0.8 -0.648
C 5.4677 2.5992 3.3567 -0.1 -0.5 0.6 -0.436
C 4.5467 1.9115 4.1460 -0.6 0.1 0.6 -0.551
C 4.4612 0.5074 4.1084 0.2 -0.3 -0.3 -0.059
C 3.2551 -3.8113 3.4489 1.3 0.5 -0.3 -0.674
C 1.8816 -3.9477 4.0599 -1.1 0.8 -0.4 0.346
C 0.6505 -3.5075 3.4550 1.9 -0.1 0.0 0.079
C -0.5164 -4.1476 3.8043 0.2 -0.7 0.6 -0.367
C -0.5096 -5.1192 4.8090 0.2 -0.5 0.5 -0.456
C 0.6510 -5.3722 5.5685 -1.7 0.0 -0.8 -0.641
C 1.8199 -4.7600 5.1939 0.6 0.0 -0.5 -0.553
H 6.1019 -1.9769 2.3654 -1.0 0.2 0.6 0.396
H 5.4745 -2.1552 3.9972 -0.3 -0.2 0.3 0.469
H 6.6115 -0.0031 1.5664 0.7 -0.3 -0.5 0.452
H 7.1513 2.3411 2.0043 -0.5 0.1 0.0 0.351
H 5.5497 3.6762 3.4253 0.1 -0.1 0.1 0.478
H 3.9086 2.4653 4.8710 0.5 -0.4 -0.7 0.389
H 3.7958 -0.0812 4.7547 0.2 0.6 -0.1 0.316
H 4.0604 -3.7814 4.2244 -0.7 -0.2 -0.5 0.344
H 3.4347 -4.6808 2.7758 -0.1 0.4 0.6 0.397
H 0.6552 -2.7009 2.7033 0.2 -0.7 0.3 0.197
H -1.3988 -3.9836 3.2191 -0.5 0.3 0.0 0.429
H -1.3872 -5.7450 5.0045 0.2 0.5 -0.1 0.361
H 0.6020 -6.1331 6.3428 0.2 0.3 0.0 0.383
H 2.7298 -5.0205 5.7141 0.2 0.0 0.0 0.345

Entry 2:
93
Properties=species:S:1:pos:R:3:forces:R:3:mulliken_charge:R:1 method="wB97M-V/def2-TZVPD" e_tot_ev=-247419.8637 charge=-1 lumo_energy_ev=2.14 homo_ev=-3.2312 orbital_gap_ev=5.3715 relative_energy_kcal_mol=0.0
In -0.3965 0.2816 -0.8385 -0.4 0.1 0.2 -0.079
C -0.9071 -3.9923 -6.0464 0.0 0.0 0.0 -0.355
O -1.9686 -4.2369 -5.1404 0.0 0.0 0.0 -0.491
C -1.7172 -4.0114 -3.8258 0.1 0.0 0.0 0.826
C -2.8102 -4.0258 -2.9659 -0.1 0.0 0.0 -0.931
C -2.6248 -3.7473 -1.6324 0.0 0.0 0.0 -1.018
C -1.3634 -3.4826 -1.0825 0.0 0.0 -0.1 0.826
C -1.2366 -3.0131 0.3217 0.1 0.1 0.0 0.743
C -2.4828 -2.8710 1.1560 0.0 0.1 -0.1 -1.561
O -0.1546 -2.6818 0.7702 0.0 -0.2 0.3 -0.374
C -0.2806 -3.5280 -1.9661 0.1 0.0 -0.1 0.252
O 1.0272 -3.2536 -1.6130 -0.1 0.1 0.2 -0.475
C -0.4475 -3.7732 -3.3195 0.0 -0.1 0.0 -0.248
H -1.3347 -4.0693 -7.0427 0.0 0.0 0.0 0.273
H -0.1107 -4.7335 -5.9378 0.0 0.0 0.0 0.295
H -0.4891 -2.9927 -5.9047 0.0 -0.1 0.0 -0.059
H -3.7972 -4.1885 -3.3760 0.0 0.0 0.0 0.424
H -3.4942 -3.6806 -0.9964 0.0 0.0 0.0 0.344
H -3.0889 -3.7779 1.1496 0.0 0.0 0.0 0.440
H -3.0664 -2.0493 0.7270 0.0 0.0 0.0 0.243
H -2.1873 -2.6225 2.1721 0.0 0.0 0.0 0.325
H 0.4352 -3.7468 -3.9408 0.0 0.0 0.0 0.359
C 4.2911 1.1773 2.2050 0.0 0.0 0.0 -1.387
As 2.5051 0.5185 1.6547 0.2 0.2 -0.1 0.675
C 2.9329 -1.3729 1.9101 -0.1 0.0 0.0 -1.161
C 1.6029 0.6294 3.4137 -0.1 -0.1 0.0 -1.245
C 0.9654 1.9262 3.9185 0.0 0.0 0.0 3.067
C 1.9766 3.0773 3.8489 0.0 0.0 0.0 -2.257
C -0.3124 2.3009 3.1499 0.0 0.0 0.0 -1.483
As -0.2022 3.1999 1.3914 0.1 0.0 -0.1 0.630
C -0.1583 5.0725 2.0407 0.0 0.0 0.0 -1.391
C -2.1456 3.1419 1.1256 0.0 0.1 0.0 -1.015
C 0.5990 1.7549 5.4119 0.0 0.0 0.0 -2.188
As -0.4735 0.2816 6.1969 0.0 0.0 0.0 0.290
C 0.7261 -1.2650 6.0067 0.0 0.0 0.0 -0.945
C -1.7671 -0.2299 4.8113 0.0 0.0 0.0 -0.661
H 4.5252 0.8982 3.2351 0.0 0.0 0.0 0.325
H 4.3559 2.2595 2.0991 0.0 0.0 0.0 0.347
H 5.0299 0.7229 1.5431 0.0 0.0 0.0 0.439
H 3.4547 -1.5213 2.8583 0.0 0.0 0.0 0.443
H 3.5457 -1.7306 1.0856 0.0 0.0 0.0 0.444
H 2.0051 -1.9445 1.8978 0.0 0.0 0.0 0.149
H 2.3410 0.2831 4.1454 0.0 0.0 0.0 0.736
H 0.8310 -0.1406 3.3488 0.0 0.0 0.0 -0.319
H 2.2535 3.2857 2.8121 0.0 0.0 0.0 0.310
H 2.8880 2.8277 4.3974 0.0 0.0 0.0 0.492
H 1.5554 3.9898 4.2789 0.0 0.0 0.0 0.377
H -0.9114 2.9785 3.7678 0.0 0.0 0.0 0.659
H -0.9189 1.4159 2.9620 0.0 0.0 0.0 -0.020
H -0.6943 5.1901 2.9851 0.0 0.0 0.0 0.365
H -0.6338 5.7049 1.2887 0.0 0.0 0.0 0.415
H 0.8705 5.4078 2.1682 0.0 0.0 0.0 0.361
H -2.6688 3.5051 2.0128 0.0 0.0 0.0 0.453
H -2.4384 2.1152 0.9058 0.0 0.0 0.0 0.208
H -2.4175 3.7632 0.2716 0.0 0.0 0.0 0.336
H 0.0792 2.6592 5.7434 0.0 0.0 0.0 0.530
H 1.5214 1.7116 6.0042 0.0 0.0 0.0 0.553
H 1.7138 -1.0069 6.3900 0.0 0.0 0.0 0.296
H 0.8215 -1.6067 4.9786 0.0 0.0 0.0 0.132
H 0.3267 -2.0748 6.6178 0.0 0.0 0.0 0.424
H -2.4447 0.5963 4.6024 0.0 0.0 0.0 0.379
H -2.3510 -1.0586 5.2142 0.0 0.0 0.0 0.443
H -1.2936 -0.5503 3.8845 0.0 0.0 0.0 -0.198
C 2.3637 -0.1884 -5.1021 0.1 0.0 0.0 -0.574
C 1.0681 -0.6887 -5.1177 -0.1 0.0 0.0 -0.484
C 0.2489 -0.5422 -4.0021 0.1 0.1 0.0 0.188
C 0.6890 0.1058 -2.8427 -0.1 -0.2 0.1 0.031
C 2.0012 0.5924 -2.8534 0.0 -0.1 -0.2 -0.136
C 2.8304 0.4567 -3.9656 0.0 0.0 0.1 -0.634
H 3.0056 -0.3044 -5.9681 0.0 0.0 0.0 0.357
H 0.6971 -1.1930 -6.0068 0.0 0.1 0.0 0.210
H -0.7643 -0.9372 -4.0366 0.0 0.0 0.0 0.465
H 2.3989 1.0858 -1.9681 0.0 0.0 0.0 0.197
H 3.8438 0.8446 -3.9415 0.0 0.0 0.0 0.377
Cl -3.1077 -0.5382 -1.5414 0.2 0.0 0.0 -0.680
C 1.0976 -5.3598 -0.3517 0.0 0.0 0.0 -1.027
C 1.7118 -4.0389 -0.7394 0.1 -0.1 -0.1 0.715
O 2.8005 -3.6904 -0.3861 0.0 0.0 0.0 -0.572
H 1.9002 -6.0082 -0.0125 0.0 0.0 0.0 0.364
H 0.5594 -5.8178 -1.1804 0.0 0.0 0.0 0.305
H 0.3982 -5.2039 0.4685 0.0 0.0 0.0 0.209
N -2.9781 6.6275 -5.2182 0.0 0.0 0.0 -0.512
C -2.6250 5.7386 -4.5813 0.0 -0.1 0.0 -0.106
C -2.1832 4.6246 -3.7787 0.0 0.0 0.0 0.831
C -1.0609 4.7435 -2.9677 0.0 0.1 0.0 -0.801
C -0.6806 3.6447 -2.2178 0.0 -0.1 0.0 -0.610
N -1.3412 2.4889 -2.2301 -0.1 0.1 0.0 0.545
C -2.4163 2.3763 -3.0097 0.1 0.0 0.1 -0.348
C -2.8706 3.4191 -3.8036 -0.1 0.0 -0.1 -0.853
H -0.5009 5.6676 -2.9290 0.0 0.0 0.0 0.477
H 0.1955 3.6823 -1.5795 0.0 0.0 0.0 0.585
H -2.9253 1.4186 -2.9618 0.0 0.0 0.0 0.240
H -3.7461 3.2976 -4.4263 0.0 0.0 0.0 0.470